Record 1
A gas-phase ion, C6H15N2 (charge +1) in a non-equilibrium geometry, computed with wB97M-V/def2-TZVPD.

The geometry in XYZ format:
```
23
Properties=species:S:1:pos:R:3:forces:R:3:mulliken_charge:R:1
C -0.10799 -2.04460 1.10854 0.154 1.491 0.175 -1.497
C 0.60040 -0.92851 0.39268 1.397 1.658 -0.708 0.163
C 1.84208 -0.43261 0.69740 -1.172 -0.318 1.234 -0.102
N 2.39289 -0.53213 1.96964 -0.540 0.258 -1.935 -0.395
C -0.00839 -0.55455 -0.93093 -0.837 -2.877 -2.030 -0.867
C -0.50408 0.86447 -1.14237 1.892 3.364 -0.191 0.255
C -1.77447 1.29809 -1.81622 -1.422 -2.542 -1.756 -1.289
N -0.76701 1.65220 0.26595 0.062 -0.634 -1.371 -0.364
H 0.12277 -2.01690 2.15822 0.347 -0.768 0.386 0.444
H -1.18795 -2.00646 1.05063 -0.269 0.189 -0.225 0.360
H 0.23319 -2.87567 0.53371 0.087 -1.368 0.361 0.318
H 2.48056 0.13993 -0.00036 -0.651 -0.337 0.215 0.362
H 3.35074 -0.34134 2.04410 1.109 0.109 0.557 0.204
H 1.86958 -0.84746 2.74604 -0.165 -0.391 0.530 0.155
H -0.77161 -1.38873 -1.11836 -0.019 1.665 0.399 0.422
H 0.60668 -0.87234 -1.83935 -0.064 1.086 1.118 0.392
H 0.38182 1.48046 -1.69925 -1.889 -1.213 1.798 0.240
H -1.85484 2.40616 -1.79559 -0.282 -0.829 -0.140 0.441
H -2.66465 0.72369 -1.28427 1.443 1.472 -1.319 0.343
H -1.71158 0.95590 -2.92868 -0.480 0.644 1.934 0.344
H 0.09181 1.60229 0.80747 0.130 0.384 0.307 0.325
H -1.48260 1.09967 0.76700 0.289 0.512 -0.184 0.364
H -1.13733 2.61844 0.01401 0.878 -1.553 0.846 0.383
```
Forces are in eV/Å.

* HOMO: -11.4 eV
* energy above the lowest of the compared OMol25 structures with the same formula, charge and spin: 245.50 kJ/mol
* total charge: +1
* gap between HOMO and LUMO: 8.20 eV
* LUMO energy: -3.221 eV
* DFT total energy: -346.81906 Eh
* SMILES: C/C(=C\N)C[C@@H](C)[NH3+]

***

Record 2
2 unconnected molecules or ions with the total composition C6H15N2 in a non-equilibrium geometry, computed with wB97M-V/def2-TZVPD.

The geometry in XYZ format:
```
23
Properties=species:S:1:pos:R:3:forces:R:3:mulliken_charge:R:1
C 0.53620 1.94183 -1.34795 0.381 0.318 0.703 -1.163
C 1.34747 1.39369 -0.17714 -0.440 0.295 0.848 0.871
C 0.88288 1.46168 1.10634 0.948 -0.262 -1.636 -1.032
C 2.69858 0.78067 -0.51486 -0.624 0.000 -0.825 -1.177
H 1.05542 2.75738 -1.82878 0.250 0.276 -0.182 0.397
H -0.44341 2.32882 -1.04959 0.146 -0.026 0.067 0.280
H 0.41062 1.18761 -2.11879 0.024 -0.205 -0.196 0.381
H 1.40431 0.92852 1.88793 0.199 0.256 0.169 0.307
H 0.09022 2.13014 1.39802 -0.514 -0.155 -0.081 0.339
H 3.13630 0.36655 0.38659 0.198 -0.180 -0.077 0.355
H 3.38801 1.55585 -0.93213 -0.602 -0.499 0.358 0.314
H 2.58100 0.00285 -1.31608 0.260 0.526 0.724 0.265
C -1.47459 -2.34895 0.60301 -0.496 1.014 0.048 -0.066
C -1.95835 -1.12531 0.24737 -0.184 -1.597 0.733 -0.372
N -1.16581 -0.27175 -0.63712 -0.377 -0.618 1.000 -0.125
N -2.09580 -3.13921 1.55029 1.392 -0.443 0.899 -0.523
H -0.56946 -2.80334 0.15241 -0.613 0.480 0.202 0.271
H -2.85573 -0.67035 0.70665 0.808 -0.238 -0.468 0.267
H -0.51133 0.22530 -0.01740 0.592 0.485 -0.223 0.102
H -0.64187 -0.79847 -1.31633 0.322 -0.332 -0.350 0.367
H -1.71736 0.40032 -1.13020 -0.537 0.534 -0.449 0.393
H -2.67961 -2.64029 2.20514 -0.392 0.162 -0.233 0.262
H -1.41769 -3.66353 2.14267 -0.742 0.211 -1.033 0.288
```
Forces are in eV/Å.

* HOMO: -12.9 eV
* energy above the lowest of the compared OMol25 structures with the same formula, charge and spin: 218.07 kJ/mol
* total charge: +1
* gap between HOMO and LUMO: 9.82 eV
* LUMO energy: -3.102 eV
* DFT total energy: -346.82951 Eh

***

Record 3
A gas-phase ion, C6H15N2 (charge +1) in a non-equilibrium geometry, computed with wB97M-V/def2-TZVPD.

The geometry in XYZ format:
```
23
Properties=species:S:1:pos:R:3:forces:R:3:mulliken_charge:R:1
C -2.96292 -1.83337 -0.15054 0.945 -0.301 0.072 -0.803
C -2.77166 -0.62380 0.38236 -1.526 -0.564 -1.099 -0.215
C -1.58600 0.16698 0.01474 1.217 0.479 1.872 -0.536
C -0.48294 -0.05096 1.13624 -2.392 -0.061 0.444 -0.612
N 0.65961 0.75718 0.84806 2.293 -1.692 -0.287 -0.074
C 1.90166 0.01525 0.63922 1.140 1.461 -1.185 -0.795
C 2.06282 -0.06641 -0.90131 0.351 -1.521 1.140 -0.521
N 2.19876 1.26666 -1.54723 1.059 0.918 0.312 -0.250
H -3.72956 -2.52469 0.10876 -0.907 0.050 0.338 0.305
H -2.25396 -2.33533 -0.83327 -0.051 0.737 0.285 0.204
H -3.57249 -0.15455 0.98303 0.702 -0.411 -0.051 0.317
H -1.74299 1.23913 -0.08428 -0.344 0.148 0.262 0.391
H -1.14303 -0.11752 -0.91331 0.198 -0.621 -0.820 0.300
H -0.26086 -1.16992 1.14877 0.115 1.571 0.024 0.281
H -0.94267 0.19325 2.14907 0.535 -0.338 -1.136 0.321
H 0.82541 1.70538 1.11166 -0.705 0.087 0.896 0.257
H 2.79019 0.51306 1.12433 -0.772 -0.192 -0.548 0.383
H 2.02314 -1.03301 0.92855 -0.900 0.163 0.596 0.332
H 1.17101 -0.60891 -1.23639 0.239 0.538 -0.394 0.216
H 2.93821 -0.65387 -1.17924 0.030 0.064 -0.103 0.394
H 1.34877 1.58637 -2.02185 0.352 -0.035 -0.083 0.363
H 3.04374 1.26034 -2.13824 -0.845 -0.097 -0.558 0.379
H 2.48655 1.99324 -0.86597 -0.732 -0.382 0.022 0.360
```
Forces are in eV/Å.

* HOMO: -12.1 eV
* energy above the lowest of the compared OMol25 structures with the same formula, charge and spin: 269.45 kJ/mol
* total charge: +1
* gap between HOMO and LUMO: 8.42 eV
* LUMO energy: -3.707 eV
* DFT total energy: -346.80994 Eh
* SMILES: C=CCCNCC[NH3+]

***

Record 4
2 unconnected molecules or ions with the total composition C6H15N2 in a non-equilibrium geometry, computed with wB97M-V/def2-TZVPD.

The geometry in XYZ format:
```
23
Properties=species:S:1:pos:R:3:forces:R:3:mulliken_charge:R:1
C -0.42234 -0.78163 -2.09785 1.464 -0.875 1.625 0.132
C 0.74241 2.02601 1.14147 -5.984 -3.374 -1.273 -1.337
C -0.34395 -0.33705 1.75238 -2.496 3.804 1.031 -1.145
C 1.96400 -0.21242 1.28475 -0.721 -0.333 -3.157 -1.135
C -2.25364 0.31668 -1.07221 1.019 1.681 3.655 -1.071
C 0.60949 0.49476 1.32682 2.705 0.231 1.909 0.891
N 0.53212 -1.71049 -2.05870 -0.501 0.201 -2.105 -0.303
N -0.90234 -0.28369 -0.98650 -0.422 -1.038 -0.544 -0.037
H -0.62848 -0.47846 -3.11173 -0.981 0.343 0.016 0.400
H 1.39839 2.35570 1.82177 2.582 1.558 2.100 0.497
H 0.92665 2.14996 0.11136 0.947 0.685 -1.113 0.339
H -0.30184 2.41843 1.29864 1.159 0.183 0.105 0.281
H -2.13920 1.20744 -1.64538 -0.493 0.662 -0.528 0.403
H -0.12389 -1.31580 1.92908 0.575 -2.568 0.541 0.382
H -1.33138 0.00881 2.17588 0.912 -0.279 -1.030 0.315
H 2.25316 -0.32518 0.18104 0.152 0.352 1.311 0.226
H 1.77792 -1.20269 1.62155 0.378 -0.927 0.417 0.321
H 2.78382 0.20540 1.82927 0.258 0.638 0.269 0.405
H -3.03761 -0.31450 -1.36564 -0.620 -1.173 -0.926 0.417
H -2.57502 0.61861 0.00444 0.811 -0.286 -1.801 0.255
H 0.68400 -2.19282 -2.95773 0.453 0.327 1.080 0.269
H 0.81190 -2.13372 -1.20482 0.231 -0.468 0.499 0.217
H -0.42418 -0.51334 0.02210 -1.425 0.655 -2.082 0.276
```
Forces are in eV/Å.

* HOMO: -13.5 eV
* energy above the lowest of the compared OMol25 structures with the same formula, charge and spin: 271.73 kJ/mol
* total charge: +1
* gap between HOMO and LUMO: 10.14 eV
* LUMO energy: -3.413 eV
* DFT total energy: -346.80907 Eh

***

Record 5
A gas-phase ion, C6H15N2O (charge +1) in a non-equilibrium geometry, computed with wB97M-V/def2-TZVPD.

The geometry in XYZ format:
```
24
Properties=species:S:1:pos:R:3:forces:R:3:mulliken_charge:R:1
C -2.75322 -1.02724 -0.44650 -4.300 2.949 3.308 -1.290
C -2.40627 0.42415 0.01073 -0.351 -0.485 -0.892 -0.351
N -1.10806 0.29763 0.73092 0.373 -1.626 -4.634 0.048
C -0.04391 1.24009 0.53102 0.916 0.233 -0.514 -0.823
C 0.96409 0.79110 -0.54793 -2.930 -0.224 -1.073 -0.818
N 1.82590 -0.24133 -0.03585 -0.020 0.396 -0.414 0.081
C 3.22332 0.18860 -0.03955 -1.727 1.740 0.625 -1.152
C 1.43181 -1.50711 0.12974 1.122 -0.314 -1.294 0.168
O 0.23260 -1.86394 0.15819 1.849 0.125 0.045 -0.672
H -3.63916 -0.95505 -1.05145 -0.584 0.006 -0.260 0.396
H -2.09757 -1.52032 -0.99925 3.401 -1.950 -2.087 0.474
H -3.08593 -1.58548 0.46672 0.610 0.148 -0.842 0.330
H -3.12236 0.77880 0.73877 -0.336 0.005 0.066 0.371
H -2.42806 1.21263 -0.82072 0.761 -1.261 1.110 0.318
H -1.15918 -0.08538 1.60664 -0.847 -0.279 3.285 0.414
H -0.62104 -0.59952 0.31275 -0.641 0.107 0.116 0.152
H 0.42602 1.15777 1.45600 1.419 0.982 1.570 0.486
H -0.48159 2.17816 0.35516 -0.159 1.481 -0.147 0.444
H 0.33759 0.50278 -1.46578 0.807 -0.440 1.172 0.301
H 1.53668 1.58130 -0.99979 0.367 0.544 0.537 0.541
H 3.54645 0.24439 -1.03058 1.017 -0.303 -1.554 0.413
H 3.17129 1.23842 0.29626 0.422 -0.473 0.185 0.374
H 3.82687 -0.34440 0.62392 0.960 -1.058 0.775 0.444
H 2.42375 -2.10603 0.02058 -2.130 -0.302 0.918 0.351
```
Forces are in eV/Å.

* HOMO: -14.1 eV
* energy above the lowest of the compared OMol25 structures with the same formula, charge and spin: 112.82 kJ/mol
* total charge: +1
* gap between HOMO and LUMO: 11.43 eV
* LUMO energy: -2.626 eV
* DFT total energy: -422.07665 Eh
* SMILES: CC[NH2+]CCN(C)C=O

***

Record 6
A gas-phase ion, C6H15N2O (charge +1), computed with wB97M-V/def2-TZVPD.

The geometry in XYZ format:
```
24
Properties=species:S:1:pos:R:3:forces:R:3:mulliken_charge:R:1
C -2.72673 0.60716 0.32552 0.153 -0.116 -0.010 -1.213
C -1.67449 -0.47870 0.17095 -0.594 -0.118 0.285 -0.467
N -0.53894 -0.00111 -0.64186 0.421 0.883 0.144 0.104
C 0.40140 -1.03030 -1.11011 0.665 -0.340 -0.158 -0.611
C 1.78317 -0.34446 -1.04541 -0.210 -0.108 -0.223 -0.570
N 1.71652 0.49302 0.13905 0.055 0.106 -0.149 0.051
C 2.16912 -0.12224 1.37878 0.041 -0.017 0.139 -0.906
C 0.47921 1.12268 0.13771 -0.432 -0.586 0.213 -0.453
O 0.36833 2.23945 -0.61060 -0.246 0.568 -0.501 -0.498
H -2.31103 1.50803 0.76904 -0.005 0.114 0.071 0.332
H -3.16354 0.86629 -0.63729 -0.037 0.034 -0.069 0.351
H -3.52577 0.24674 0.96844 -0.023 0.004 0.019 0.399
H -2.11345 -1.34822 -0.32743 0.174 0.032 0.062 0.432
H -1.29412 -0.79674 1.14522 0.103 -0.026 -0.143 0.335
H -0.91640 0.54094 -1.42648 0.146 -0.125 0.133 0.416
H 0.16106 -1.37405 -2.11429 -0.142 0.001 0.063 0.378
H 0.37004 -1.87806 -0.42314 -0.112 0.097 -0.037 0.357
H 2.59881 -1.05873 -0.96888 -0.010 0.025 -0.060 0.436
H 1.94642 0.27363 -1.93239 0.031 -0.127 -0.019 0.246
H 1.58799 -1.00256 1.66700 -0.008 -0.076 0.032 0.349
H 3.21007 -0.41074 1.24483 -0.044 -0.009 0.092 0.356
H 2.12334 0.61517 2.17594 0.015 -0.025 0.060 0.355
H 0.04249 1.28895 1.12475 0.002 -0.135 -0.110 0.446
H 1.13991 2.37351 -1.17871 0.057 -0.057 0.167 0.374
```
Forces are in eV/Å.

* HOMO: -13.8 eV
* energy above the lowest of the compared OMol25 structures with the same formula, charge and spin: 0.00 kJ/mol
* total charge: +1
* gap between HOMO and LUMO: 11.14 eV
* LUMO energy: -2.664 eV
* DFT total energy: -422.11962 Eh
* SMILES: CC[N@@H+]1CCN(C)[C@H]1O